P.
{
  "formula": "C6H15NO",
  "method": "wB97M-V/def2-TZVPD",
  "smiles": "CCC/C(C)=C/N.O",
  "orbital_gap_ev": 9.1,
  "e_lumo_ev": 0.753,
  "elements": ["C", "C", "C", "C", "C", "N", "C", "H", "H", "H", "H", "H", "H", "H", "H", "H", "H", "H", "H", "H", "H", "H", "O"],
  "coordinates": [[2.74, 0.69, -1.48], [1.66, 0.55, -0.40], [0.57, -0.45, -0.83], [-0.38, -0.80, 0.27], [-1.67, -0.51, 0.19], [-2.66, -0.94, 1.10], [0.25, -1.48, 1.47], [3.61, 0.08, -1.23], [2.36, 0.29, -2.43], [2.99, 1.73, -1.71], [1.20, 1.52, -0.22], [2.13, 0.22, 0.53], [0.07, 0.03, -1.67], [1.14, -1.33, -1.14], [-1.90, 0.08, -0.68], [-2.38, -1.75, 1.62], [-3.06, -0.22, 1.69], [-0.39, -2.18, 2.01], [0.53, -0.72, 2.20], [1.15, -2.03, 1.22], [-1.90, 2.61, -0.15], [-3.22, 1.91, 0.02], [-2.83, 2.70, -0.39]],
  "lowdin_charge": [-0.108, -0.255, -0.197, -0.307, -0.195, 0.041, -0.056, 0.068, 0.064, 0.070, 0.100, 0.096, 0.115, 0.117, 0.098, 0.062, 0.073, 0.065, 0.083, 0.080, 0.028, 0.016, -0.059]
}



Q.
{
  "formula": "C6H15NO",
  "method": "wB97M-V/def2-TZVPD",
  "smiles": "CC/C=C/NCC.O",
  "orbital_gap_ev": 8.6,
  "e_lumo_ev": 0.623,
  "elements": ["C", "C", "C", "C", "N", "C", "C", "H", "H", "H", "H", "H", "H", "H", "H", "H", "H", "H", "H", "H", "H", "H", "O"],
  "coordinates": [[-2.84, -2.30, 1.97], [-1.71, -1.50, 2.65], [-1.25, -0.30, 1.90], [-0.40, -0.33, 0.88], [-0.29, 0.69, -0.08], [1.05, 1.03, -0.54], [1.03, 2.42, -1.16], [-3.21, -3.08, 2.63], [-2.54, -2.63, 0.98], [-3.68, -1.64, 1.74], [-2.18, -1.20, 3.59], [-0.92, -2.20, 2.93], [-1.61, 0.67, 2.25], [0.06, -1.26, 0.54], [-0.86, 1.50, 0.10], [1.28, 0.27, -1.31], [1.88, 0.97, 0.17], [0.39, 2.52, -2.03], [0.74, 3.12, -0.37], [2.05, 2.72, -1.39], [4.08, 0.51, -4.52], [4.17, -0.13, -5.84], [4.75, 0.13, -5.11]],
  "lowdin_charge": [-0.118, -0.280, -0.132, -0.173, -0.059, -0.294, -0.104, 0.063, 0.065, 0.066, 0.095, 0.105, 0.102, 0.124, 0.110, 0.107, 0.109, 0.074, 0.074, 0.066, 0.031, 0.037, -0.068]
}



R.
{
  "formula": "C6H15NO",
  "method": "wB97M-V/def2-TZVPD",
  "smiles": "CC(C)(C)C[C@@H](N)O",
  "orbital_gap_ev": 9.7,
  "e_lumo_ev": 0.682,
  "elements": ["C", "C", "C", "C", "C", "C", "N", "O", "H", "H", "H", "H", "H", "H", "H", "H", "H", "H", "H", "H", "H", "H", "H"],
  "coordinates": [[0.95, 0.07, -0.03], [-1.61, -0.05, -0.20], [-0.60, -0.32, 0.80], [0.95, 1.39, -0.77], [1.94, 0.12, 1.13], [1.30, -1.08, -0.96], [-2.76, -1.02, 0.71], [-1.99, 1.27, -0.28], [-2.56, 1.41, -1.04], [-1.50, -0.55, -1.16], [-3.22, -0.39, 1.35], [-3.45, -1.34, 0.03], [-0.46, -1.36, 1.05], [-0.66, 0.37, 1.65], [0.33, 1.35, -1.67], [0.59, 2.20, -0.14], [1.96, 1.65, -1.11], [1.71, 0.94, 1.80], [1.93, -0.80, 1.70], [2.96, 0.28, 0.75], [2.31, -0.96, -1.37], [1.27, -2.04, -0.44], [0.61, -1.14, -1.81]],
  "lowdin_charge": [-0.534, -0.374, -0.092, -0.078, -0.093, -0.077, 0.015, -0.005, 0.107, 0.138, 0.034, 0.020, 0.103, 0.118, 0.075, 0.083, 0.084, 0.080, 0.080, 0.080, 0.085, 0.082, 0.071]
}



Computed energies relative to the best structure, in eV: P 0.000; Q 0.381; R 0.827